[1]
128
Properties=species:S:1:pos:R:3:mulliken_charge:R:1 method="wB97M-V/def2-TZVPD" homo_energy_ha=-0.3009 lumo_ev=0.57
C 5.262 -1.537 -0.445 -0.644
C 4.644 -0.138 -0.816 1.890
C 5.722 0.346 -1.717 -0.503
O 6.401 -0.803 -2.335 -0.495
C 5.836 -2.013 -1.765 -0.254
H 4.596 -2.322 -0.154 0.227
H 6.078 -1.309 0.280 0.278
H 4.594 0.474 0.078 -0.888
H 3.660 -0.352 -1.280 -0.750
H 6.361 0.995 -1.115 0.350
H 5.411 0.972 -2.554 0.249
H 6.532 -2.838 -1.606 0.400
H 4.926 -2.304 -2.373 0.030
C 0.975 -5.393 -0.487 -0.297
C -0.223 -5.947 0.299 -0.786
C -0.519 -4.932 1.348 0.038
O 0.502 -3.941 1.216 -0.357
C 1.617 -4.441 0.531 0.288
H 0.575 -4.716 -1.290 0.072
H 1.704 -6.097 -0.926 0.410
H -0.002 -6.911 0.771 0.286
H -1.109 -6.141 -0.243 0.399
H -0.561 -5.355 2.356 0.287
H -1.478 -4.383 1.160 -0.113
H 2.310 -4.923 1.227 0.293
H 2.197 -3.583 0.222 -0.443
C -6.655 0.337 0.493 -0.112
C -5.801 1.124 -0.491 -0.568
C -4.409 1.057 0.182 1.142
O -4.718 1.214 1.598 -0.709
C -6.025 0.682 1.805 -0.746
H -6.587 -0.735 0.192 -0.143
H -7.753 0.545 0.552 0.394
H -6.039 2.147 -0.481 0.330
H -5.816 0.660 -1.493 0.328
H -3.614 1.781 -0.125 -0.329
H -3.960 0.054 0.026 -0.771
H -6.665 1.372 2.367 0.400
H -5.955 -0.220 2.399 0.307
C 0.828 0.642 0.790 2.147
C 0.857 -0.814 0.386 0.606
C -0.431 -1.082 -0.365 -0.757
O -1.203 0.047 -0.202 0.559
C -0.334 1.190 -0.055 -0.429
H 1.725 1.125 0.423 -1.174
H 0.720 0.861 1.888 -0.549
H 0.973 -1.451 1.231 0.476
H 1.662 -1.091 -0.314 -0.941
H -0.911 -1.963 0.065 -0.055
H -0.188 -1.321 -1.409 0.132
H -0.873 1.939 0.568 -0.278
H -0.017 1.549 -1.021 0.225
C 5.139 -0.813 4.315 -0.738
C 3.771 -1.087 3.654 -0.626
C 3.484 0.252 2.860 0.726
O 4.787 0.860 2.829 -0.410
C 5.273 0.685 4.147 -0.511
H 5.958 -1.280 3.793 0.274
H 5.235 -1.119 5.379 0.352
H 3.031 -1.226 4.423 0.373
H 3.768 -1.934 2.975 0.305
H 2.786 0.857 3.429 0.377
H 3.147 0.120 1.808 -0.884
H 4.695 1.234 4.886 0.320
H 6.355 0.912 4.182 0.348
C 2.407 0.120 -4.366 0.065
C 1.377 -0.935 -4.006 0.267
C 2.128 -2.159 -3.750 -0.012
O 3.317 -2.084 -4.530 -0.500
C 3.429 -0.785 -5.048 -0.743
H 2.827 0.494 -3.422 -0.387
H 2.253 1.020 -4.949 0.483
H 0.689 -1.121 -4.838 0.357
H 0.746 -0.533 -3.237 -0.487
H 1.483 -2.969 -4.044 0.446
H 2.408 -2.244 -2.701 -0.159
H 3.181 -0.784 -6.127 0.291
H 4.423 -0.436 -4.963 0.439
C 0.634 5.312 -2.816 -0.800
C -0.464 4.387 -2.800 0.387
N -1.385 3.729 -2.615 -0.340
H 1.408 5.169 -2.042 0.154
H 0.129 6.276 -2.608 0.333
H 0.996 5.319 -3.881 0.299
C 4.079 3.231 0.351 -0.646
C 3.208 2.979 -0.790 0.485
N 2.418 2.672 -1.570 -0.348
H 5.128 3.363 0.019 0.355
H 4.066 2.384 1.007 -0.144
H 3.742 4.088 0.865 0.432
C -4.640 4.282 -1.760 -0.236
C -4.370 5.391 -0.903 0.343
N -4.319 6.337 -0.237 -0.477
H -5.675 4.026 -1.629 0.343
H -4.014 3.357 -1.576 -0.278
H -4.424 4.473 -2.819 0.350
C -1.124 4.417 2.389 -0.044
C 0.173 4.797 1.656 0.367
N 1.179 5.095 1.136 -0.545
H -1.964 4.616 1.777 0.207
H -1.130 5.073 3.293 0.370
H -1.047 3.357 2.731 -0.292
C -2.240 0.508 -3.772 -0.291
C -2.334 -0.864 -3.287 0.387
N -2.590 -1.905 -2.935 -0.442
H -2.362 0.695 -4.849 0.478
H -1.302 1.007 -3.391 -0.046
H -3.068 1.051 -3.285 -0.015
N -2.559 1.334 3.374 0.562
C -1.363 0.655 3.218 -1.416
C -0.677 0.691 4.384 0.154
C -1.450 1.462 5.329 -1.119
C -2.586 1.852 4.647 -0.337
H -3.324 1.283 2.650 0.351
H -1.138 0.126 2.325 0.810
H 0.283 0.132 4.589 0.437
H -1.345 1.496 6.381 0.422
H -3.492 2.379 5.044 0.348
N -6.186 -3.649 0.779 0.013
C -6.270 -3.796 -0.591 -0.695
C -5.122 -3.307 -1.138 -0.868
C -4.345 -2.834 -0.082 1.001
C -5.016 -3.016 1.101 -1.365
H -6.937 -3.975 1.398 0.206
H -7.155 -4.209 -0.995 0.448
H -4.744 -3.287 -2.155 0.475
H -3.412 -2.269 -0.107 0.229
H -4.793 -2.790 2.097 0.576

[2]
15
Properties=species:S:1:pos:R:3:mulliken_charge:R:1 method="wB97M-V/def2-TZVPD" homo_energy_ha=-0.3585 lumo_ev=0.63 smiles="CC(N)=O.CO"
C -0.379 1.926 -0.159 -1.020
C 0.770 1.413 0.696 0.751
O 0.832 1.569 1.897 -0.616
N 1.792 0.822 -0.011 -0.460
H 2.466 0.415 0.618 0.243
H 1.628 0.618 -0.977 0.213
H 0.089 2.594 -0.880 0.333
H -1.036 2.487 0.493 0.279
H -1.024 1.142 -0.531 0.290
C -1.096 -2.332 0.030 -0.575
O -0.628 -1.416 -0.965 -0.491
H 0.326 -1.497 -1.033 0.286
H -1.490 -1.747 0.850 0.242
H -1.882 -2.935 -0.420 0.243
H -0.368 -3.059 0.392 0.281

[3]
18
Properties=species:S:1:pos:R:3:mulliken_charge:R:1 method="wB97M-V/def2-TZVPD" homo_energy_ha=-0.1356 lumo_ev=3.43 charge=-1
C 2.999 0.397 0.133 -0.845
C 1.910 -0.731 0.178 -0.645
H 3.496 0.350 -0.874 0.249
H 2.508 1.346 0.158 0.292
H 3.812 0.344 0.954 0.252
H 2.263 -1.733 0.100 0.349
H 1.376 -0.514 -0.769 0.194
H 1.239 -0.774 1.143 0.123
C -1.535 0.437 -0.541 0.243
C -1.737 0.463 1.019 -0.905
C -2.694 -0.535 -1.267 0.514
O -2.282 -1.410 -2.044 -0.723
O -3.828 -0.307 -0.828 -0.694
H -1.850 1.378 -0.891 0.307
H -0.557 0.150 -0.586 -0.493
H -0.925 -0.084 1.427 0.145
H -2.585 -0.186 1.151 0.344
H -1.612 1.410 1.539 0.291

[4]
19
Properties=species:S:1:pos:R:3:mulliken_charge:R:1 method="wB97M-V/def2-TZVPD" homo_energy_ha="-0.3034 / -0.3034" lumo_ev="-1.81 / -1.80"
C 2.750 -1.429 -0.190 -0.326
C 2.382 -0.104 -0.025 -0.603
C 1.817 -2.372 0.142 -0.299
C 1.071 0.236 0.284 0.963
C 0.308 -0.869 0.612 0.259
C 0.578 1.632 0.283 -1.064
C -3.392 0.122 0.105 -0.092
N 0.592 -2.112 0.560 -0.466
N -3.355 1.312 -0.522 0.941
O -2.686 2.217 0.008 -0.655
O -4.100 1.416 -1.492 -0.613
Br -4.015 -1.420 -0.879 -0.081
Br -1.887 -0.132 1.261 0.103
H 3.687 -1.741 -0.589 0.400
H 3.050 0.727 -0.280 0.389
H 2.071 -3.506 -0.010 0.285
H 0.487 2.246 1.250 0.260
H 1.130 2.186 -0.486 0.371
H -0.489 1.591 -0.033 0.225

[5]
14
Properties=species:S:1:pos:R:3:mulliken_charge:R:1 method="wB97M-V/def2-TZVPD" homo_energy_ha=-0.3683 lumo_ev=0.93 smiles=CC.CO
C 1.534 1.368 0.064 -0.833
C 1.565 0.180 0.970 -0.781
H 0.835 2.154 0.345 0.276
H 2.545 1.754 -0.036 0.304
H 1.285 1.143 -0.994 0.247
H 1.767 -0.796 0.505 0.274
H 0.658 0.201 1.537 0.214
H 2.459 -0.003 1.671 0.301
C -2.111 -0.609 -0.743 -0.437
O -2.032 -2.039 -0.820 -0.526
H -1.966 -2.485 0.050 0.295
H -3.055 -0.472 -1.291 0.263
H -1.426 -0.228 -1.520 0.161
H -2.059 -0.170 0.263 0.241

[6]
54
Properties=species:S:1:pos:R:3:mulliken_charge:R:1 method="wB97M-V/def2-TZVPD" homo_energy_ha=-0.2770 lumo_ev=-0.35
Pd 0.521 0.215 0.460 0.430
C 2.875 -1.004 -1.417 -1.066
C 2.968 0.484 -1.503 0.591
C 3.908 1.118 -2.310 -0.918
C 3.931 2.497 -2.367 -0.528
C 3.025 3.217 -1.607 -0.964
C 2.120 2.533 -0.813 0.743
N 2.096 1.186 -0.775 0.626
C 1.156 3.264 0.066 0.494
C 1.343 4.548 0.565 -0.939
C 0.418 5.020 1.485 -0.707
C -0.619 4.208 1.925 -0.924
C -0.724 2.937 1.372 0.474
N 0.114 2.547 0.434 0.088
C -1.668 1.876 1.842 0.621
C -2.859 2.212 2.460 -0.946
C -3.671 1.203 2.952 -0.505
C -3.256 -0.106 2.828 -0.883
C -2.049 -0.385 2.189 0.753
C -1.574 -1.793 2.027 -1.283
N -1.286 0.590 1.692 0.539
H 3.693 -1.488 -1.948 0.466
H 1.926 -1.325 -1.854 0.092
H 2.888 -1.313 -0.370 0.222
H 4.604 0.523 -2.884 0.427
H 4.646 3.009 -2.997 0.425
H 3.009 4.297 -1.637 0.426
H 2.204 5.143 0.299 0.390
H 0.542 6.006 1.911 0.413
H -1.283 4.546 2.708 0.377
H -3.151 3.249 2.542 0.435
H -4.612 1.440 3.430 0.424
H -3.850 -0.921 3.217 0.474
H -1.941 -2.422 2.836 0.525
H -0.484 -1.819 2.016 0.196
H -1.934 -2.203 1.081 0.175
O -0.938 -6.864 -1.881 -0.484
C -1.904 -5.955 -2.162 0.511
O -2.969 -6.331 -2.565 -0.553
C -1.562 -4.521 -1.942 0.824
C -2.349 -3.559 -2.572 -0.761
C -2.093 -2.214 -2.401 -0.836
C -1.041 -1.777 -1.586 0.975
S -0.764 -0.049 -1.436 -0.449
C -0.260 -2.747 -0.948 -0.855
C -0.520 -4.095 -1.123 -0.785
H -0.109 -6.413 -1.683 0.296
H -3.171 -3.892 -3.193 0.427
H -2.716 -1.478 -2.893 0.453
H 0.542 -2.436 -0.290 0.453
H 0.090 -4.806 -0.574 0.229
O 2.793 2.348 2.812 -0.606
C 2.244 1.356 2.457 0.806
N 1.701 0.342 2.124 -0.810

[7]
14
Properties=species:S:1:pos:R:3:mulliken_charge:R:1 method="wB97M-V/def2-TZVPD" homo_energy_ha=-0.3551 lumo_ev=0.85 smiles="C=C.NCO"
C 0.700 -0.754 3.594 -0.447
C -0.310 -0.403 2.703 -0.521
H 0.887 -1.720 3.988 0.284
H 1.328 0.093 3.974 0.185
H -0.965 -1.076 2.235 0.308
H -0.345 0.679 2.461 0.192
N 0.649 -0.440 -2.424 -0.608
C -0.606 0.310 -2.287 -0.147
O -0.504 1.196 -1.189 -0.536
H 1.293 0.253 -2.878 0.257
H 1.055 -0.832 -1.505 0.239
H -1.495 -0.217 -2.079 0.271
H -0.866 0.736 -3.306 0.264
H -0.103 0.670 -0.470 0.258

[8]
61
Properties=species:S:1:pos:R:3:mulliken_charge:R:1 method="wB97M-V/def2-TZVPD" homo_energy_ha=-0.2728 lumo_ev=-0.07
Ti 1.241 -0.241 -0.104 0.026
C 2.272 -2.019 1.090 -0.902
C 2.987 -1.864 -0.114 -0.325
C 3.578 -0.581 -0.103 -0.952
C 3.219 0.054 1.110 -0.348
C 2.414 -0.836 1.847 -0.108
H 1.716 -2.893 1.388 0.528
H 3.102 -2.606 -0.887 0.771
H 4.206 -0.164 -0.874 0.562
H 3.520 1.039 1.433 0.463
H 1.997 -0.636 2.823 0.532
S 0.397 1.813 -4.097 -0.303
C 0.603 1.299 -2.550 0.521
S -0.567 0.404 -1.620 -0.460
S 2.031 1.521 -1.590 -0.400
Ge 0.152 1.847 1.076 1.569
C 0.922 2.113 2.894 -0.159
C 0.491 1.378 4.003 -0.192
C 1.055 1.555 5.259 -0.642
C 2.074 2.481 5.443 -0.412
C 2.519 3.225 4.361 -0.648
C 1.944 3.039 3.108 -0.282
C -1.766 1.854 1.473 0.042
C -2.492 0.763 1.950 0.468
C -3.831 0.873 2.299 -0.651
C -4.483 2.092 2.172 -0.445
C -3.781 3.192 1.699 -0.667
C -2.440 3.071 1.356 -0.611
H 0.420 3.219 0.431 -0.190
H -0.309 0.652 3.892 0.298
H 0.695 0.974 6.099 0.386
H 2.512 2.626 6.423 0.379
H 3.308 3.956 4.488 0.383
H 2.306 3.638 2.278 0.387
H -1.982 -0.188 2.063 -0.127
H -4.370 0.012 2.675 0.368
H -5.527 2.187 2.442 0.372
H -4.279 4.148 1.596 0.383
H -1.913 3.943 0.987 0.320
C -1.363 -4.055 -1.578 -1.322
N -0.612 -2.990 -0.941 0.155
C -1.011 -2.350 0.166 0.360
N -2.086 -2.815 0.841 -0.388
O -0.370 -1.378 0.624 -0.408
H -0.771 -4.423 -2.412 0.410
H -2.325 -3.710 -1.967 0.394
H -1.522 -4.886 -0.890 0.410
H 0.092 -2.520 -1.512 -0.146
H -2.742 -3.433 0.398 0.217
H -2.425 -2.244 1.596 0.235
S 1.813 -2.036 -3.202 -0.351
C 0.811 -1.668 -4.478 0.201
N 1.183 -1.123 -5.629 -0.084
C 0.158 -0.906 -6.642 -0.626
C -1.164 -0.853 -5.879 -0.454
S -0.908 -1.931 -4.446 -0.006
H 2.149 -0.861 -5.749 0.222
H 0.165 -1.726 -7.365 0.322
H 0.348 0.031 -7.164 0.303
H -1.992 -1.218 -6.482 0.413
H -1.370 0.150 -5.509 0.209